No. 1
Formula: C4H12NO2
Source: the OMol25 dataset
Level of theory: the ωB97M-V functional and the def2-TZVPD basis

Element x y z (Å)
C1 0.89 0.61 1.72
C2 0.54 1.11 0.33
C3 1.78 1.05 -0.59
N1 -0.62 0.35 -0.24
C4 -0.25 -0.92 -1.01
O1 0.23 -0.80 -2.22
H1 0.47 -0.39 1.82
H2 1.97 0.60 1.91
H3 0.42 1.19 2.52
H4 0.22 2.16 0.24
H5 2.02 -0.01 -0.75
H6 1.51 1.40 -1.59
H7 2.66 1.49 -0.12
H8 -1.00 1.02 -0.91
H9 0.43 -1.40 -0.27
H10 -1.25 -1.42 -1.04
H11 -2.38 -1.98 1.32
H12 -1.81 -0.60 1.03
O2 -2.47 -1.06 1.60

Properties
HOMO-LUMO gap in eV: 6.823
Total charge: -1
Highest occupied orbital energy in eV: -2.76
Max |F| in hartree/bohr: 0.026



No. 2
Formula: C2H5ClN2O
Source: the OMol25 dataset
Level of theory: the ωB97M-V functional and the def2-TZVPD basis

Element x y z (Å)
C1 0.90 0.37 -0.07
C2 -0.60 -0.44 -0.55
N1 0.70 1.66 0.17
N2 -0.47 -1.69 0.08
O1 1.89 -0.21 -0.16
Cl1 -1.97 0.79 0.07
H1 -0.59 -0.36 -1.66
H2 -0.19 2.02 0.52
H3 1.45 2.05 0.66
H4 -0.11 -1.74 1.05
H5 -1.01 -2.45 -0.10

Properties
HOMO-LUMO gap in eV: 10.448
Total charge: 0
Highest occupied orbital energy in eV: -9.58
Max |F| in hartree/bohr: 0.127
Structure (SMILES): NC(=O)[C@@H](N)Cl



No. 3
Formula: C2H12O3S
Source: the OMol25 dataset
Level of theory: the ωB97M-V functional and the def2-TZVPD basis

Element x y z (Å)
C1 0.74 0.79 0.79
C2 0.31 -0.62 1.24
S1 -0.53 -1.44 -0.13
H1 -0.01 1.28 0.17
H2 1.72 0.75 0.33
H3 0.82 1.47 1.64
H4 1.21 -1.20 1.42
H5 -0.39 -0.62 2.08
H6 -1.75 -0.80 -0.11
H7 -1.50 1.51 -3.36
H8 -0.39 1.61 -2.26
O1 -1.32 1.76 -2.46
H9 3.31 -2.63 1.43
H10 2.99 -2.79 -0.09
O2 3.29 -2.17 0.58
H11 -2.32 1.17 -1.01
H12 -3.50 1.21 -0.04
O3 -2.69 0.72 -0.23

Properties
HOMO-LUMO gap (spin up / spin down) in eV: 12.157 / 6.863
Total charge: +1
Highest occupied orbital energy (spin up / spin down) in eV: -15.15 / -15.15
Max |F| in hartree/bohr: 0.019
2S+1: 2



We obtain relative energy (zero: lowest compared OMol25 entry of this formula, charge and spin) values of 16.4, 0.0, 0.0 kcal per mole for the records listed above, in that order.